Entry 1:
Formula: C7H15N
Source: the Open Molecules 2025 dataset
Level of theory: the ωB97M-V functional and the def2-TZVPD basis

Summary:
ΔE to the lowest compared entry with this formula, charge and spin: 1.023 eV
Strongest force on any atom: 0.007 Eh/bohr
Total energy: -8991.467 eV
HOMO level: -8.39 eV
LUMO level: 1.00 eV

Cartesian coordinates (Å):
C (-1.958, 1.086, 1.484)
C (-1.545, 0.346, 0.473)
C (-0.182, 0.365, -0.182)
C (-0.388, 1.040, -1.550)
C (0.846, 1.174, 0.624)
N (0.196, -1.042, -0.377)
C (0.303, -1.788, 0.860)
C (1.352, -1.287, -1.210)
H (-2.968, 1.014, 1.852)
H (-1.324, 1.793, 1.990)
H (-2.224, -0.350, -0.002)
H (-0.953, 0.383, -2.206)
H (-0.946, 1.963, -1.415)
H (0.562, 1.284, -2.018)
H (0.559, 2.222, 0.648)
H (1.825, 1.104, 0.156)
H (0.918, 0.807, 1.644)
H (1.235, -1.585, 1.409)
H (-0.541, -1.552, 1.505)
H (0.275, -2.853, 0.625)
H (1.428, -2.364, -1.369)
H (1.230, -0.813, -2.179)
H (2.299, -0.947, -0.762)

Löwdin population analysis, charges in e, atoms 1 to 8: 0.0217, -0.1533, -0.5670, -0.0417, -0.0400, -0.2268, -0.0996, -0.1019

Entry 2:
Formula: C4H7ClN2
Source: the Open Molecules 2025 dataset
Level of theory: the ωB97M-V functional and the def2-TZVPD basis

Summary:
ΔE to the lowest compared entry with this formula, charge and spin: 4.191 eV
Strongest force on any atom: 0.072 Eh/bohr
Total energy: -19760.542 eV
HOMO level: -10.16 eV
LUMO level: -0.12 eV

Cartesian coordinates (Å):
Cl (3.118, 1.230, 0.923)
N (1.597, -0.008, 0.689)
C (0.890, 0.396, -0.512)
C (-0.055, -0.696, -1.072)
C (-1.276, -0.297, -0.311)
C (-0.667, 0.112, 1.148)
N (0.514, 0.945, 0.774)
H (1.319, 1.052, -1.217)
H (0.389, -1.607, -0.819)
H (-0.216, -0.653, -2.199)
H (-1.697, 0.637, -0.689)
H (-2.185, -1.031, -0.230)
H (-1.433, 0.645, 1.810)
H (-0.298, -0.724, 1.705)

Löwdin population analysis, charges in e, atoms 1 to 8: 0.3730, -0.2090, -0.3746, -0.1468, -0.1732, -0.1436, -0.1160, 0.1096

Entry 3:
Formula: C10H13N3O5Pb
Source: the Open Molecules 2025 dataset
Level of theory: the ωB97M-V functional and the def2-TZVPD basis

Summary:
Strongest force on any atom: 0.118 Eh/bohr
Total energy: -30518.000 eV
HOMO level: -15.92 eV
Total charge: +2
LUMO level: -7.72 eV

Cartesian coordinates (Å):
O (-0.112, -0.033, -5.055)
C (-0.053, 0.026, -3.917)
Pb (0.206, 0.072, 0.428)
O (2.515, -2.956, 0.072)
C (1.744, -2.117, 0.205)
C (-1.454, 2.021, -0.114)
O (-2.221, 2.815, -0.422)
C (-1.763, -1.477, -0.099)
O (-2.657, -2.127, -0.432)
C (2.111, 1.838, -0.348)
O (2.868, 2.559, -0.840)
C (-2.063, 0.044, 4.721)
N (-0.608, 0.084, 4.862)
C (-0.109, 0.413, 6.194)
C (0.168, 0.094, 3.748)
N (-0.442, 0.405, 2.588)
N (1.492, -0.187, 3.814)
C (2.030, -1.033, 4.862)
C (2.476, 0.155, 2.782)
H (-2.528, -0.180, 5.680)
H (-2.361, -0.746, 4.014)
H (-2.491, 0.993, 4.368)
H (0.229, -0.486, 6.731)
H (0.700, 1.151, 6.117)
H (-0.940, 0.868, 6.743)
H (-1.411, 0.708, 2.764)
H (3.051, -1.291, 4.537)
H (2.128, -0.467, 5.792)
H (1.427, -1.948, 5.004)
H (2.631, -0.639, 2.040)
H (2.244, 1.088, 2.263)
H (3.441, 0.298, 3.291)

Löwdin population analysis, charges in e, atoms 1 to 8: 0.0500, -0.0008, 1.1269, 0.1507, -0.0487, -0.0271, 0.1664, -0.0366

Entry 4:
Formula: C29H25F3NO10S5SbZr
Source: the Open Molecules 2025 dataset
Level of theory: the ωB97M-V functional and the def2-TZVPD basis

Summary:
ΔE to the lowest compared entry with this formula, charge and spin: 1.705 eV
Strongest force on any atom: 0.026 Eh/bohr
Total energy: -122599.877 eV
HOMO level: -1.34 eV
Total charge: -2
LUMO level: 3.97 eV

Cartesian coordinates (Å):
Zr (0.059, 0.403, 0.319)
O (5.183, 3.785, -0.328)
C (4.177, 2.876, -0.189)
C (3.818, 2.393, 1.077)
C (2.808, 1.468, 1.131)
N (2.192, 1.065, 0.024)
C (2.489, 1.547, -1.178)
C (3.543, 2.431, -1.338)
C (1.678, 0.832, -2.249)
O (2.075, 0.759, -3.393)
O (0.658, 0.214, -1.725)
C (2.333, 0.678, 2.344)
O (2.958, 0.693, 3.385)
O (1.313, -0.066, 2.050)
H (5.484, 4.042, 0.550)
H (4.316, 2.707, 1.986)
H (3.813, 2.799, -2.316)
S (0.287, 3.176, -1.977)
S (-1.512, 2.398, -2.596)
S (-2.385, 1.514, -0.922)
S (-2.129, -0.543, -0.952)
O (-2.282, 2.781, 2.291)
S (-1.114, 1.955, 2.372)
O (-0.419, 1.964, 3.637)
O (-1.420, 0.510, 1.939)
O (-0.110, 2.274, 1.228)
C (0.353, -3.015, -2.092)
C (1.774, -2.689, -1.707)
O (1.830, -2.330, -0.326)
C (3.161, -2.182, 0.156)
C (3.239, -2.618, 1.603)
H (0.328, -3.339, -3.135)
H (-0.277, -2.131, -2.007)
H (-0.052, -3.816, -1.471)
H (2.146, -1.862, -2.321)
H (2.434, -3.555, -1.861)
H (3.471, -1.137, 0.051)
H (3.837, -2.785, -0.463)
H (2.533, -2.059, 2.217)
H (4.242, -2.436, 1.996)
H (3.025, -3.684, 1.705)
F (-1.031, -8.499, 0.321)
C (-1.007, -7.188, 0.680)
C (0.181, -6.494, 0.585)
C (0.188, -5.154, 0.950)
C (-0.960, -4.518, 1.421)
C (-2.138, -5.258, 1.489)
C (-2.173, -6.598, 1.119)
Sb (-0.867, -2.417, 1.885)
C (0.148, -2.609, 3.757)
C (0.665, -3.805, 4.240)
C (1.354, -3.853, 5.449)
C (1.508, -2.679, 6.154)
F (2.182, -2.718, 7.335)
C (1.013, -1.471, 5.708)
C (0.331, -1.439, 4.501)
C (-2.810, -2.300, 2.765)
C (-3.106, -3.034, 3.911)
C (-4.363, -2.976, 4.498)
C (-5.313, -2.161, 3.915)
F (-6.548, -2.099, 4.482)
C (-5.057, -1.407, 2.791)
C (-3.793, -1.481, 2.216)
H (1.070, -6.991, 0.219)
H (1.109, -4.591, 0.843)
H (-3.052, -4.790, 1.836)
H (-3.085, -7.178, 1.165)
H (0.539, -4.725, 3.680)
H (1.765, -4.776, 5.837)
H (1.184, -0.568, 6.278)
H (-0.027, -0.483, 4.133)
H (-2.346, -3.658, 4.370)
H (-4.605, -3.536, 5.391)
H (-5.823, -0.763, 2.381)
H (-3.566, -0.881, 1.343)

Löwdin population analysis, charges in e, atoms 1 to 8: 1.5013, 0.0578, -0.2735, 0.0712, -0.1663, 0.0029, -0.2569, 0.0590

Entry 5:
Formula: C3H5N3
Source: the Open Molecules 2025 dataset
Level of theory: the ωB97M-V functional and the def2-TZVPD basis

Summary:
ΔE to the lowest compared entry with this formula, charge and spin: 4.009 eV
Strongest force on any atom: 0.011 Eh/bohr
Total energy: -7658.447 eV
HOMO level: -9.87 eV
LUMO level: 1.04 eV

Cartesian coordinates (Å):
C (1.534, -1.126, -0.075)
N (0.567, -0.075, 0.164)
C (-0.503, -0.098, -0.498)
N (-1.502, 0.926, -0.492)
C (-1.669, 1.603, 0.735)
N (-0.889, 2.304, 0.085)
H (2.470, -0.664, -0.405)
H (1.750, -1.655, 0.860)
H (1.226, -1.860, -0.835)
H (-0.776, -0.886, -1.211)
H (-2.208, 1.533, 1.671)

Löwdin population analysis, charges in e, atoms 1 to 8: -0.1427, -0.0068, -0.2556, -0.0288, -0.2146, 0.1896, 0.0764, 0.0743

Entry 6:
Formula: C5H6N2S
Source: the Open Molecules 2025 dataset
Level of theory: the ωB97M-V functional and the def2-TZVPD basis

Summary:
ΔE to the lowest compared entry with this formula, charge and spin: 0.473 eV
Strongest force on any atom: 0.070 Eh/bohr
Total energy: -19097.538 eV
HOMO level: -8.28 eV
LUMO level: 0.84 eV

Cartesian coordinates (Å):
N (2.543, -0.248, -0.144)
C (1.203, -0.155, -0.049)
C (0.588, 1.114, -0.085)
C (-0.810, 1.135, -0.064)
C (-1.520, -0.108, -0.125)
S (-3.238, -0.205, -0.174)
C (-0.713, -1.279, -0.062)
N (0.650, -1.336, -0.045)
H (2.884, -1.183, -0.022)
H (3.175, 0.540, -0.128)
H (1.235, 2.034, -0.020)
H (-1.367, 2.015, -0.126)
H (-3.430, -0.072, 1.201)
H (-1.199, -2.252, -0.158)

Löwdin population analysis, charges in e, atoms 1 to 8: 0.1168, -0.4577, -0.0182, -0.0804, -0.6838, 0.7506, -0.1375, 0.1044

> Which of these has the highest HOMO level?

C29H25F3NO10S5SbZr